Entry 1:
C38H39BN2O4 | ωB97M-V with the def2-TZVPD basis set

Calculated values
lowest unoccupied orbital energy = -1.3 eV
energy relative to the best compared isomer or geometry (same formula, charge and spin) = 4.5089 eV
orbital gap = 2.7 eV
spin multiplicity = 1
HOMO energy = -4.09 eV

```
84
Properties=species:S:1:pos:R:3:forces:R:3
C 0.08148 1.98341 4.09977 0.1 0.2 0.6
C -0.35581 2.03070 2.70863 -0.9 0.1 -0.6
C -1.57506 2.40947 2.15389 0.3 0.0 0.4
C -1.50510 2.19469 0.79500 -0.4 -0.4 -0.8
C -0.14647 1.64256 0.43296 -0.7 2.2 1.8
B -1.59165 -3.06005 2.40984 0.8 2.7 -1.8
C -2.79352 -2.16856 2.66902 -1.7 0.5 0.2
C -3.09385 -1.24840 3.66700 0.5 -0.2 -0.4
C -3.79259 -0.16457 3.07071 -0.5 -0.1 -0.7
C -4.01201 -0.51423 1.75535 1.1 -1.2 1.7
C -4.47291 0.18737 0.57824 -0.6 0.9 -1.1
O -3.51010 -1.76545 1.52946 0.5 0.9 0.6
C 0.66612 2.65347 -0.34729 1.7 1.8 0.3
C 1.97054 3.06486 -0.12051 -1.1 -0.4 0.0
C 2.28005 4.04199 -1.10597 -0.6 0.0 -0.2
C 1.16042 4.20486 -1.87367 0.6 -1.5 1.7
C 0.98000 4.89861 -3.12986 0.0 0.8 -1.2
O 0.15690 3.38690 -1.39936 0.2 -0.3 0.3
C -0.36041 -2.86899 3.29100 1.3 -0.4 0.8
C 0.94578 -2.62506 2.87545 -0.7 0.0 0.3
C 1.65785 -2.05220 3.96065 -0.6 -0.2 0.5
C 0.78769 -2.04871 5.03009 -0.2 -0.2 -2.0
C 1.00480 -1.54190 6.37585 0.2 0.5 0.9
O -0.45136 -2.51249 4.65255 1.4 -0.1 -0.6
O 0.50792 1.63714 1.77364 0.3 -0.1 -0.2
H -0.68783 2.41016 4.74581 0.1 0.0 -0.1
H 0.26450 0.95208 4.42678 0.1 0.1 -0.1
H 1.00077 2.56378 4.22089 0.1 -0.1 0.1
H -2.39860 2.82746 2.73656 0.3 -0.3 -0.4
H -2.25823 2.44285 0.05144 0.3 0.0 0.2
H -2.80802 -1.32058 4.70975 0.2 0.0 -0.3
H -4.06225 0.78425 3.53164 0.0 -0.4 -0.1
H -4.78550 -0.52807 -0.18889 0.0 0.1 0.1
H -5.29103 0.87348 0.80894 -0.1 -0.1 0.0
H -3.66669 0.80701 0.15795 -0.3 -0.4 0.1
H 2.64712 2.68197 0.63317 -0.3 0.0 -0.1
H 3.23434 4.53448 -1.24321 -0.2 0.0 -0.1
H 1.02122 5.98316 -2.97772 -0.2 -0.1 -0.2
H 1.84189 4.63530 -3.76481 -0.4 0.1 -0.1
H 0.04683 4.63171 -3.64186 0.3 0.1 0.2
H 1.37242 -2.80184 1.88844 -0.3 0.1 0.4
H 2.67232 -1.65358 3.92272 -0.4 -0.3 0.3
H 1.99320 -1.85637 6.72203 -0.1 0.0 0.1
H 1.01404 -0.44299 6.35036 -0.1 -0.2 0.3
H 0.25214 -1.89168 7.08323 0.0 0.1 -0.1
C 5.43406 0.19649 -3.79631 0.0 -0.1 0.2
N 4.09431 0.70557 -3.99148 0.7 -0.1 -0.7
C 3.74599 1.27404 -5.28135 -0.1 -0.1 0.2
C 3.11058 0.45445 -3.07769 -0.4 0.4 0.7
C 1.79544 0.89779 -3.34623 0.2 0.0 0.0
C 0.82715 0.82386 -2.37150 0.3 -0.6 0.1
C 1.10771 0.28770 -1.10882 0.1 -1.2 -0.2
C 0.02332 0.23578 -0.03569 0.4 -2.5 -0.7
C -1.14233 -0.63458 -0.50195 -1.1 -0.8 -0.8
C -1.45543 -2.04174 -0.21588 0.3 1.2 -1.0
C -1.13506 -3.09103 0.79741 0.0 -0.3 1.8
C -1.97184 -4.32164 0.73853 0.0 -1.0 -1.2
C -2.71279 -4.64978 -0.37899 0.0 0.4 0.6
C -2.76443 -3.75752 -1.46662 -0.3 -0.4 -0.1
C -2.16792 -2.51291 -1.33629 -0.1 0.9 -0.2
N -2.31091 -1.48883 -2.26552 -0.4 -0.1 0.7
C -2.66998 -1.75720 -3.64271 -0.2 0.1 0.0
C -1.82548 -0.33643 -1.70635 0.8 -0.5 0.5
C 2.38975 -0.20928 -0.85030 -0.6 0.1 -0.1
C 3.38382 -0.12199 -1.81033 0.2 0.2 -0.7
H 5.85766 0.57677 -2.85582 0.0 0.0 -0.2
H 5.46170 -0.90463 -3.75276 0.0 0.2 0.0
H 6.06240 0.53022 -4.62638 -0.1 -0.1 0.2
H 3.02187 0.63849 -5.81508 0.2 0.1 0.0
H 3.29090 2.26580 -5.14996 0.1 -0.1 -0.1
H 4.64629 1.38015 -5.89017 -0.2 0.0 0.1
H 1.52103 1.33184 -4.30981 0.2 -0.2 0.3
H -0.16690 1.16089 -2.64303 0.3 0.0 0.2
H 0.41600 -0.36997 0.79596 0.1 0.6 0.0
H -0.06110 -3.33565 0.73150 -0.2 -0.1 0.2
H -1.92380 -5.04863 1.56390 0.3 0.1 -0.4
H -3.24919 -5.59235 -0.41488 -0.1 0.1 0.0
H -3.36659 -3.96416 -2.34298 0.1 -0.2 0.1
H -3.64505 -2.25758 -3.68064 0.1 0.3 -0.1
H -2.70050 -0.82253 -4.20688 -0.1 -0.1 0.1
H -1.93364 -2.43173 -4.10920 -0.1 0.3 0.2
H -1.92372 0.62384 -2.20237 0.1 -0.4 -0.1
H 2.60404 -0.66049 0.12562 -0.1 0.2 -0.4
H 4.39131 -0.47101 -1.59462 -0.3 0.0 0.0
```
Forces are in eV/Å.

Atom charges from the Mulliken analysis, given in e for atoms 1 to 4:
1. C -1.18
2. C 0.53
3. C -1.28
4. C -1.29


Entry 2:
C6H12O | ωB97M-V with the def2-TZVPD basis set

Calculated values
lowest unoccupied orbital energy = 1.1 eV
energy relative to the best compared isomer or geometry (same formula, charge and spin) = 0.3336 eV
SMILES = C[C@H]1CO[C@@H](C)C1
orbital gap = 10.7 eV
spin multiplicity = 1
HOMO energy = -9.51 eV

```
19
Properties=species:S:1:pos:R:3:forces:R:3
C -2.34416 0.52033 0.21850 0.0 0.0 0.0
C -1.07033 -0.29869 0.42533 0.0 0.1 0.1
C -0.67089 -1.11833 -0.82371 -0.2 -0.1 0.0
O 0.72672 -0.95589 -1.02359 0.0 0.0 0.0
C 1.30377 -0.33440 0.11851 0.1 0.3 0.1
C 2.55106 0.40686 -0.33026 0.0 0.0 0.0
C 0.18958 0.54289 0.68794 0.0 0.0 0.0
H -3.20858 -0.13376 0.05550 0.1 0.1 0.0
H -2.24265 1.17004 -0.65956 0.0 -0.1 0.1
H -2.57081 1.15735 1.08166 0.1 -0.1 -0.1
H -1.22515 -0.97119 1.28119 0.1 0.1 -0.2
H -0.91140 -2.18738 -0.71273 0.0 0.2 0.0
H -1.17483 -0.74423 -1.72530 0.0 -0.1 0.2
H 1.57034 -1.10382 0.86265 0.0 0.0 -0.1
H 3.26794 -0.28771 -0.77864 -0.1 0.1 0.1
H 3.02898 0.91199 0.51554 0.0 -0.1 -0.1
H 2.29600 1.15770 -1.08671 0.0 -0.1 0.1
H 0.14603 1.49707 0.14412 0.0 -0.2 0.0
H 0.33838 0.77115 1.74956 0.0 -0.1 -0.2
```
Forces are in eV/Å.

Atom charges from the Mulliken analysis, given in e for atoms 1 to 4:
1. C -1.63
2. C 0.64
3. C -0.63
4. O -0.41


Entry 3:
C2H6N2S | ωB97M-V with the def2-TZVPD basis set

Calculated values
lowest unoccupied orbital energy = 0.8 eV
energy relative to the best compared isomer or geometry (same formula, charge and spin) = 0.8416 eV
SMILES = [H]/N=C(/N)SC
orbital gap = 9.6 eV
spin multiplicity = 1
HOMO energy = -8.80 eV

```
11
Properties=species:S:1:pos:R:3:forces:R:3
C 0.91527 1.41755 -0.72103 1.5 -2.3 -0.8
C -0.42678 -0.77613 0.33691 1.9 1.3 -2.7
H 1.91709 0.80632 -0.57977 -1.8 1.5 -0.4
H 0.59648 1.77605 0.24491 0.0 0.6 0.0
H 1.03677 2.16763 -1.53539 -0.1 -0.5 0.9
H -1.77157 -1.50134 1.44298 -0.8 -0.9 0.8
H -2.25638 -1.02636 -0.17132 -0.1 0.2 1.6
H 1.47882 -0.86356 0.68261 -0.9 -0.8 -0.4
N -1.70222 -0.85570 0.69615 -1.7 -0.5 -1.2
N 0.56194 -1.30068 0.88784 1.1 0.5 1.6
S -0.34942 0.15622 -1.28390 0.8 0.8 0.8
```
Forces are in eV/Å.

Atom charges from the Mulliken analysis, given in e for atoms 1 to 4:
1. C -0.78
2. C 0.53
3. H 0.20
4. H 0.30


Entry 4:
C6H9N | ωB97M-V with the def2-TZVPD basis set

Calculated values
lowest unoccupied orbital energy (alpha / beta) = 0.2 / 0.2 eV
energy relative to the best compared isomer or geometry (same formula, charge and spin) = 5.6735 eV
orbital gap (alpha / beta) = 8.6 / 8.3 eV
spin multiplicity = 1
HOMO energy (alpha / beta) = -8.39 / -8.11 eV

```
16
Properties=species:S:1:pos:R:3:forces:R:3
C 1.72547 1.23206 -0.17457 0.1 0.0 0.2
C 0.36435 0.93730 -0.63792 -0.3 0.1 0.1
N 1.49864 0.19152 -1.18455 -0.1 -0.6 0.3
C 0.83123 -1.07892 0.33560 0.0 0.0 -0.3
C -0.29088 -0.15281 0.12809 0.1 0.1 0.0
C -1.59907 -0.11691 0.85361 -0.1 0.1 0.3
C -1.53259 -0.74717 -0.50547 -0.1 -0.1 -0.2
H 1.94941 0.87724 0.83587 0.0 0.3 0.0
H 2.27083 2.14260 -0.42851 -0.1 -0.4 -0.3
H -0.24000 1.61195 -1.24552 0.2 -0.1 0.0
H 1.83216 -0.87254 0.63902 -0.1 0.4 0.9
H 0.52465 -2.08630 0.67541 0.3 0.0 -1.1
H -2.04959 0.86723 0.93119 0.0 -0.2 0.1
H -1.73969 -0.75986 1.71635 0.0 0.1 -0.1
H -1.60812 -1.83057 -0.57530 0.1 0.2 0.1
H -1.93679 -0.21481 -1.36330 0.0 0.0 0.2
```
Forces are in eV/Å.

Atom charges from the Mulliken analysis, given in e for atoms 1 to 4:
1. C -0.32
2. C -0.22
3. N -0.62
4. C -0.94


Entry 5:
C19H16O5 | ωB97M-V with the def2-TZVPD basis set

Calculated values
lowest unoccupied orbital energy = -1.4 eV
energy relative to the best compared isomer or geometry (same formula, charge and spin) = 14.1124 eV
SMILES = Cc1ccc(OCC(=O)c2c(O)c3ccccc3oc2=O)cc1C
orbital gap = 6.9 eV
spin multiplicity = 1
HOMO energy = -8.31 eV

```
40
Properties=species:S:1:pos:R:3:forces:R:3
C 2.27971 2.43037 -4.39341 4.5 -1.7 1.9
C 1.89823 1.95036 -2.94588 -3.2 4.5 -8.6
C 0.69813 2.18916 -2.36136 -1.3 3.6 -11.2
C 0.35841 1.89816 -1.22140 -3.6 -1.5 7.0
C 1.28024 1.18949 -0.55461 3.6 -0.2 4.2
C 2.58928 1.16580 -0.97354 2.8 -2.3 2.0
C 2.88151 1.60768 -2.30590 10.3 -7.5 7.6
C 4.41243 1.03727 -2.72282 -4.0 13.2 6.9
H 4.91284 1.99217 -3.06598 0.0 -1.0 0.5
H 4.89927 0.65732 -1.93906 1.5 -1.3 3.2
H 4.45526 0.50842 -3.42051 -0.1 -8.4 -10.8
H 3.54659 0.61028 -0.26187 -3.3 1.9 -2.2
O 0.85159 0.95347 0.72573 1.0 -0.4 3.3
C 1.72458 0.22388 1.76696 -3.7 -5.4 -9.0
C 0.78654 -0.59151 2.58750 -1.4 4.4 2.5
O 0.92707 -0.31955 3.80965 -0.8 -2.0 -1.5
C -0.60905 -1.04319 1.97039 5.9 3.1 9.9
C -1.58226 -1.20997 2.86347 -0.7 -2.3 4.1
O -1.47299 -1.22195 4.33970 1.5 1.9 -4.8
H -0.55108 -0.72615 4.49258 -1.6 -1.3 -0.4
C -2.74415 -1.76302 2.28689 -1.8 3.3 8.0
C -3.88001 -1.68254 3.14981 -2.3 -3.6 -0.9
C -5.09411 -2.16830 2.60017 1.9 2.1 -3.6
C -5.18885 -2.21767 1.16275 3.7 -4.0 0.8
C -3.87534 -2.44701 0.42241 -14.3 0.4 -4.2
C -2.90535 -1.93349 1.01362 8.4 0.8 -5.5
O -1.89596 -1.78546 0.02669 2.7 0.7 4.8
C -0.45926 -1.44453 0.79041 -0.2 -1.4 -17.1
O 0.36827 -1.32307 -0.17301 -2.5 -1.7 5.0
H -4.16577 -2.32947 -0.71886 1.8 -0.9 2.2
H -6.05309 -2.72003 0.73124 -0.2 0.8 -0.1
H -5.98584 -2.46425 3.02617 -1.5 0.1 1.9
H -3.90210 -1.72367 4.22706 0.9 0.7 0.1
H 2.11979 -0.59937 0.94821 0.1 1.7 2.3
H 2.44126 0.75254 2.18321 3.0 2.7 2.3
H -0.49771 2.16961 -0.63943 -0.8 0.0 -0.4
H 0.05005 2.57322 -3.17203 -0.4 0.4 1.1
H 3.09417 3.31941 -4.40112 -1.0 -2.4 0.5
H 2.67187 1.51310 -4.97407 -0.6 1.8 0.6
H 1.61579 2.97249 -4.87975 -4.0 1.6 -2.4
```
Forces are in eV/Å.

Atom charges from the Mulliken analysis, given in e for atoms 1 to 4:
1. C -1.59
2. C 0.69
3. C -0.42
4. C -1.10


Entry 6:
C14H32IrN6O6S | ωB97M-V with the def2-TZVPD basis set

Calculated values
lowest unoccupied orbital energy (alpha / beta) = -3.6 / -5.6 eV
total charge = +1
orbital gap (alpha / beta) = 6.2 / 5.7 eV
spin multiplicity = 5
HOMO energy (alpha / beta) = -9.81 / -11.23 eV

```
60
Properties=species:S:1:pos:R:3:forces:R:3
O 0.27968 -0.53439 -4.24282 0.1 0.5 -0.5
H 1.10308 -0.44008 -4.73959 0.3 0.0 -0.3
Ir 0.75248 0.26283 -1.39382 -2.5 -3.2 5.4
N 2.42866 0.28530 -0.24846 1.5 -1.5 0.0
N 1.45756 -1.44812 -1.93858 3.1 -2.8 -0.8
N -0.26108 1.54612 -0.36312 0.6 1.5 1.3
N -1.04978 -0.04719 -2.11326 1.1 -0.9 -1.1
O 2.80758 0.96491 0.74232 -1.1 0.8 -0.7
O -0.13549 2.02150 0.90696 -1.2 0.0 0.3
O -1.47365 -1.19983 -2.65804 1.0 -0.3 -0.3
O 0.93685 -2.45139 -2.50548 -0.8 1.3 -0.1
C 2.73199 -1.74067 -1.43210 -1.2 0.4 -0.4
C 3.20067 -0.84841 -0.48924 0.1 0.7 -1.1
C -1.55043 1.71611 -0.76182 -2.9 -0.6 -1.3
C -2.00033 0.84929 -1.77894 0.0 0.7 2.4
C 4.49678 -0.96328 0.18635 0.4 -0.2 0.5
H 4.44303 -1.76819 0.90967 0.2 -0.3 0.2
H 4.66785 -0.04933 0.74143 0.3 0.0 0.0
H 5.33138 -1.16092 -0.48982 -0.2 0.0 -0.1
C 3.31926 -3.01785 -1.90519 1.0 -0.5 0.3
H 3.24087 -3.13751 -2.99691 -0.2 0.2 0.4
H 2.84167 -3.88940 -1.43794 -0.1 0.3 -0.2
H 4.38089 -3.07965 -1.63772 -0.2 0.1 0.0
C -2.38299 2.78442 -0.13901 -0.3 1.2 0.2
C -3.33934 0.69552 -2.37814 -0.9 1.2 -0.2
H -1.78265 3.72427 -0.14755 -0.6 -0.5 0.0
H -2.72109 2.66912 0.91229 0.6 -0.4 -0.5
H -3.32520 2.94353 -0.68056 0.5 0.0 -0.2
H -3.20344 0.39358 -3.41818 -0.2 0.0 0.1
H -3.78420 1.70215 -2.35698 -0.1 -0.4 -0.2
H -4.08013 0.02308 -1.89050 0.9 0.2 -0.1
H 0.71071 2.29513 1.31667 1.0 -0.3 -0.9
H -0.59412 -1.65622 -2.97811 -1.4 0.4 0.7
C 1.48676 1.68574 -2.43792 2.8 1.2 -1.5
H 2.47534 1.28692 -2.87786 -1.2 1.2 0.6
H 1.62138 2.50863 -1.64557 0.0 -0.6 -2.1
H 0.76585 1.75547 -3.24248 0.1 1.3 -0.3
O 1.84446 2.95615 2.71078 0.3 1.3 0.1
H 1.99457 3.90715 2.89115 -0.8 -0.4 0.1
H 2.75387 2.74900 2.49554 0.4 -0.9 -0.3
C 0.81238 -0.28013 3.13176 1.5 0.3 0.1
N -0.59877 -0.36769 2.82477 -0.1 -0.7 -0.2
C -1.49557 -0.19422 3.96657 -0.4 0.0 0.4
C -0.95061 -0.95009 1.66874 -0.9 0.4 -0.2
S 0.17851 -1.51055 0.52576 0.7 -0.6 0.4
N -2.25690 -1.08826 1.32961 0.1 0.2 0.3
C -3.23262 -0.04931 1.65146 0.0 -0.7 0.1
C -2.64386 -2.11834 0.36010 -0.1 0.1 0.0
H 0.94606 0.38395 4.00945 -0.1 -0.4 -0.5
H 1.37451 0.16720 2.27828 -0.5 -0.4 0.8
H 1.25705 -1.29167 3.34680 -0.5 0.9 -0.1
H -2.39467 -0.81623 3.85841 0.4 0.2 0.0
H -0.99038 -0.49680 4.90088 -0.1 0.0 -0.6
H -1.79331 0.86402 4.08823 0.1 -0.5 -0.1
H -3.71093 0.30813 0.73904 0.0 -0.1 0.0
H -3.98079 -0.44560 2.33828 -0.2 0.2 -0.1
H -2.70696 0.76809 2.11201 0.0 0.4 0.1
H -2.49555 -1.78673 -0.67459 -0.2 -0.1 0.2
H -2.01610 -2.99199 0.52475 -0.2 0.0 -0.1
H -3.69081 -2.39728 0.53225 0.2 0.2 0.0
```
Forces are in eV/Å.

Atom charges from the Mulliken analysis, given in e for atoms 1 to 4:
1. O -0.31
2. H 0.29
3. Ir 0.92
4. N 0.44